C60H64Br12N8O16 | ωB97M-V/def2-TZVPD

Energy relative to the best compared isomer or geometry (same formula, charge and spin)   0.0000 eV
2S+1   1
Kohn-Sham gap   8.84 eV
Highest occupied orbital energy   -9.73 eV
DFT total energy   -948430.06985 eV

Geometry as XYZ:
```
160
Properties=species:S:1:pos:R:3:forces:R:3:lowdin_charge:R:1
Br -6.690841 0.624457 1.588753 -0.2 0.2 0.0 0.657
C -7.053895 -1.286702 1.636956 -0.1 0.2 0.1 -0.674
C -6.659047 -1.844163 0.300010 0.6 0.1 -0.2 -0.701
Br -6.625117 -3.782278 0.369054 -0.2 -0.1 0.0 0.719
H -8.110364 -1.428901 1.844907 0.0 0.1 0.0 0.062
H -6.470561 -1.645429 2.475943 0.2 -0.3 -0.2 0.047
H -5.652541 -1.529786 0.030182 0.0 -0.1 0.1 0.026
H -7.311659 -1.543568 -0.513265 -0.3 -0.1 0.1 0.060
Br 2.782358 -5.563609 2.400946 0.1 -0.1 0.0 0.670
C 2.493114 -3.824955 3.225851 0.1 0.1 -0.6 -0.703
C 1.777658 -4.049245 4.511406 0.2 0.0 0.5 -0.691
Br 1.518365 -2.347004 5.421072 -0.2 0.0 0.0 0.691
H 1.946723 -3.241676 2.490292 -0.2 0.0 0.1 0.029
H 3.456833 -3.351878 3.379095 0.1 -0.1 0.0 0.054
H 2.412958 -4.633240 5.169152 -0.1 -0.1 0.1 0.053
H 0.809778 -4.522690 4.405556 -0.1 0.0 -0.1 0.047
Br 0.659342 -0.396562 -4.555492 -0.2 0.0 0.1 0.725
C 2.335437 -0.257443 -3.610372 0.8 0.2 0.7 -0.693
C 3.471817 -0.176463 -4.609474 -0.3 0.0 0.2 -0.667
Br 5.083672 0.419839 -3.701616 0.0 0.0 -0.1 0.680
H 2.465343 -1.086079 -2.913678 -0.2 -0.3 -0.3 0.047
H 2.315578 0.614283 -2.958074 -0.3 0.3 -0.4 0.016
H 3.263822 0.566232 -5.369954 0.1 0.0 -0.1 0.025
H 3.684243 -1.144564 -5.051540 0.0 0.0 -0.1 0.055
Br -1.332038 -0.064675 7.209813 0.2 -0.1 0.0 0.655
C -2.162007 0.255126 5.486725 -0.7 0.4 0.3 -0.709
C -2.787129 1.625538 5.535930 0.4 0.7 0.0 -0.705
Br -3.957334 1.877882 4.006668 0.0 -0.1 -0.1 0.629
H -2.953408 -0.474182 5.358301 0.2 -0.3 0.0 0.043
H -1.419129 0.172903 4.707563 0.2 -0.1 0.0 0.025
H -2.049704 2.424895 5.475010 0.1 -0.1 -0.1 0.037
H -3.359673 1.814538 6.437879 -0.2 -0.3 -0.1 0.048
Br -1.124901 -5.146622 1.281540 0.1 0.2 0.1 0.677
C -2.405295 -5.497271 2.726786 0.3 -0.3 -0.2 -0.646
C -3.741921 -5.004619 2.268038 -0.1 0.2 -0.1 -0.750
Br -5.154496 -5.578645 3.465738 0.0 0.0 0.2 0.630
H -2.027068 -4.993351 3.607978 -0.1 0.0 0.1 0.055
H -2.363438 -6.574394 2.836788 -0.1 0.0 0.2 0.051
H -3.997760 -5.421617 1.301749 0.0 0.0 -0.1 0.015
H -3.766381 -3.919741 2.224555 -0.1 0.0 0.0 0.025
Br -1.448038 3.237091 -3.204996 0.3 0.1 0.1 0.733
C -1.721369 4.008725 -4.939850 0.1 -0.3 -1.1 -0.695
C -3.111754 3.776438 -5.452823 -1.0 0.8 0.9 -0.634
Br -4.437306 4.772382 -4.363489 0.2 -0.1 -0.1 0.608
H -1.060905 3.502263 -5.651853 0.2 -0.1 0.3 0.059
H -1.447894 5.057927 -4.949291 -0.1 0.1 0.3 0.064
H -3.457179 2.754686 -5.362234 0.2 -0.2 -0.2 0.039
H -3.274287 4.198280 -6.437538 0.2 -0.2 -0.2 0.055
C 3.347642 5.657691 2.730477 0.2 0.3 -0.2 -0.058
C 3.095699 4.786959 1.685298 -0.5 0.1 -0.3 -0.065
C 3.334479 3.438125 1.811460 0.0 -0.6 0.1 0.007
C 3.875735 2.976258 3.001864 -0.2 0.5 0.0 -0.158
C 4.150261 3.835126 4.042855 0.4 0.0 0.6 -0.012
C 3.878726 5.186060 3.918754 -0.1 0.0 0.0 -0.062
N 4.101617 1.554036 3.195447 0.3 -0.4 -0.2 -0.335
O 4.748831 1.177055 4.151783 0.0 0.2 0.2 0.081
O 3.637368 0.801917 2.361468 -0.1 -0.2 -0.2 0.054
H 3.156313 6.707354 2.548085 -0.1 0.0 0.3 0.113
H 2.622760 5.149991 0.783022 0.2 0.0 0.0 0.090
H 3.078767 2.730646 1.033498 0.0 0.1 -0.1 0.116
H 4.597539 3.466338 4.957654 -0.1 -0.1 -0.1 0.125
H 4.052048 5.833394 4.766706 0.1 0.1 -0.1 0.112
C 1.187970 -3.311570 -0.987376 -0.2 0.2 -0.4 -0.070
C 2.485760 -3.777548 -0.799420 -0.6 0.4 0.1 -0.068
C 3.254883 -4.106767 -1.898860 0.7 0.0 0.3 0.008
C 2.716893 -4.038220 -3.173404 -0.3 0.3 0.8 -0.159
C 1.439389 -3.547521 -3.368870 -0.2 -0.2 -0.5 -0.048
C 0.678995 -3.167436 -2.273439 0.1 -0.2 0.0 -0.078
N 3.530850 -4.454357 -4.308916 0.0 -0.1 -0.2 -0.356
O 2.986566 -4.491128 -5.394809 0.1 0.1 -0.2 0.074
O 4.688158 -4.757012 -4.101707 0.0 0.0 0.0 0.081
H 0.552915 -2.987937 -0.171062 0.2 -0.2 0.1 0.068
H 2.858340 -3.831576 0.213121 0.3 -0.1 -0.2 0.041
H 4.306512 -4.333780 -1.768148 -0.2 -0.3 -0.1 0.125
H 1.062243 -3.460844 -4.379376 0.0 0.0 0.1 0.103
H -0.312835 -2.759554 -2.422360 0.0 0.0 0.0 0.087
C 0.636046 0.171947 -0.051958 -0.2 0.4 0.6 -0.039
C -0.681752 0.528409 -0.359749 1.0 -0.7 -0.6 -0.039
C -1.725550 -0.030631 0.350686 -0.5 0.8 0.2 -0.012
C -1.443816 -0.812480 1.454870 0.1 -0.2 -0.3 -0.158
C -0.152780 -1.112560 1.825546 0.6 0.3 0.2 -0.030
C 0.897370 -0.576850 1.088507 -0.2 -0.8 -0.5 -0.075
N -2.533997 -1.401566 2.224028 0.3 0.6 0.3 -0.319
O -2.247245 -1.797371 3.341383 -0.3 -0.5 -0.1 0.048
O -3.645510 -1.402688 1.745717 -0.3 -0.2 -0.1 0.058
H 1.454049 0.527916 -0.664402 0.0 0.0 0.0 0.091
H -0.804371 1.092225 -1.276603 -0.4 0.2 0.2 0.064
H -2.753178 0.218414 0.116103 0.0 -0.2 0.0 0.109
H 0.068385 -1.729909 2.686749 -0.2 0.0 0.0 0.090
H 1.893961 -0.929691 1.301868 0.3 0.3 0.1 0.089
C 3.227119 4.119915 -6.344014 0.2 -0.1 -0.1 -0.063
C 2.280464 3.207308 -5.920137 -0.6 -0.1 -0.2 -0.072
C 1.999742 3.061815 -4.573431 0.1 0.1 -0.3 -0.051
C 2.692282 3.863180 -3.690313 -0.3 -0.3 0.6 -0.143
C 3.667808 4.760821 -4.065465 -0.2 0.4 -0.3 0.007
C 3.908589 4.893072 -5.419502 0.5 -0.1 -0.3 -0.061
N 2.362153 3.728093 -2.259326 0.4 -0.5 -0.2 -0.320
O 1.809391 2.704023 -1.894905 -0.1 0.2 0.0 0.031
O 2.714042 4.619015 -1.524642 0.0 0.3 0.3 0.087
H 3.480310 4.210239 -7.391702 -0.1 0.0 0.0 0.111
H 1.679142 2.639250 -6.621716 0.3 -0.1 -0.1 0.114
H 1.246797 2.358821 -4.254875 0.0 0.1 0.2 0.039
H 4.190395 5.391862 -3.365057 -0.1 -0.2 0.3 0.123
H 4.690918 5.546011 -5.784977 -0.1 0.1 0.2 0.112
C 9.041619 -0.302885 1.451085 0.4 0.1 -0.5 -0.069
C 8.205199 -0.856943 2.395721 -0.3 0.5 0.4 -0.062
C 6.881789 -1.086897 2.073597 -0.6 -0.2 0.1 0.000
C 6.435404 -0.801705 0.797354 0.2 -0.3 0.0 -0.146
C 7.286075 -0.338878 -0.182513 0.0 0.4 -0.6 -0.003
C 8.591232 -0.065918 0.153487 0.5 0.0 0.6 -0.061
N 5.048190 -1.094071 0.438534 -0.3 -0.1 -0.3 -0.330
O 4.640493 -0.683431 -0.636789 0.0 -0.1 0.5 0.027
O 4.391651 -1.753824 1.218660 -0.1 -0.1 0.0 0.048
H 10.073261 -0.058360 1.673154 -0.1 -0.1 0.2 0.109
H 8.510173 -0.987693 3.424877 0.2 -0.2 -0.1 0.112
H 6.178504 -1.485737 2.791910 0.0 0.1 0.0 0.120
H 6.954886 -0.174865 -1.198795 -0.2 0.0 0.1 0.093
H 9.291934 0.347587 -0.557458 -0.1 0.0 -0.2 0.109
C -4.225973 1.348825 -2.400413 0.3 -0.6 0.4 -0.132
C -4.631259 2.154332 -1.346511 -0.1 0.4 -0.8 -0.089
C -5.910348 2.687891 -1.368013 -0.3 -0.1 0.8 -0.037
C -6.805436 2.271970 -2.339641 0.5 0.0 0.0 -0.164
C -6.406844 1.455579 -3.379027 -0.3 -0.4 -0.1 -0.014
C -5.104031 0.987437 -3.417721 0.0 0.3 0.1 -0.076
N -8.216084 2.672650 -2.261795 0.1 0.4 0.1 -0.351
O -8.532323 3.448616 -1.382430 0.0 -0.1 0.0 0.079
O -8.979712 2.213207 -3.084900 -0.1 -0.1 -0.1 0.074
H -3.228047 0.927763 -2.333650 -0.1 0.0 -0.4 0.063
H -3.916082 2.428988 -0.583583 -0.1 0.0 0.1 0.110
H -6.245978 3.325789 -0.560001 -0.1 0.0 -0.1 0.118
H -7.146449 1.125610 -4.095166 0.1 0.1 -0.1 0.119
H -4.798913 0.347243 -4.234590 0.1 -0.1 0.1 0.104
C -5.764391 -5.638117 -2.809972 0.4 -0.4 0.2 -0.079
C -4.722230 -5.751054 -1.900723 0.4 0.1 0.2 -0.091
C -3.828636 -4.705309 -1.703746 -0.5 -0.6 0.3 -0.034
C -4.033890 -3.550038 -2.415668 0.4 0.3 0.1 -0.163
C -5.024772 -3.421708 -3.359585 -0.9 0.0 -0.5 -0.002
C -5.912214 -4.471303 -3.541788 0.1 -0.3 0.0 -0.064
N -3.150627 -2.409283 -2.147491 0.1 -0.2 0.1 -0.316
O -3.100950 -1.528571 -2.979420 0.1 0.2 -0.2 0.067
O -2.522011 -2.411565 -1.104274 0.0 -0.1 -0.2 0.060
H -6.398442 -6.500840 -2.973435 -0.2 0.2 0.0 0.112
H -4.564121 -6.632912 -1.290652 -0.2 -0.2 -0.2 0.113
H -3.036496 -4.821370 -0.979990 0.1 0.3 0.0 0.070
H -5.173023 -2.539365 -3.964110 0.3 0.2 0.2 0.117
H -6.705872 -4.410625 -4.273102 0.0 0.2 0.0 0.111
C 1.102596 1.174965 4.258636 -0.1 -0.5 0.2 -0.106
C 1.605783 1.514921 5.508324 -0.1 0.3 -0.4 -0.082
C 1.501312 2.828393 5.940743 0.0 -0.3 0.4 -0.004
C 0.831222 3.741795 5.149855 0.3 0.0 -0.1 -0.161
C 0.295189 3.400237 3.920996 0.1 0.2 -0.5 -0.004
C 0.446320 2.105621 3.462365 0.1 -0.4 0.3 -0.052
N 0.775177 5.147904 5.577413 0.2 -0.2 0.3 -0.352
O 0.049477 5.889703 4.959101 -0.2 0.3 -0.2 0.084
O 1.465910 5.482503 6.524730 -0.1 -0.1 -0.1 0.067
H 1.203589 0.143998 3.941375 0.0 0.1 -0.2 0.052
H 2.079940 0.765598 6.125784 0.1 0.0 0.0 0.098
H 1.916488 3.106994 6.899259 -0.1 0.2 -0.1 0.125
H -0.135402 4.137710 3.258460 -0.2 0.1 0.3 0.127
H 0.049344 1.802949 2.500356 0.0 0.1 0.0 0.106
```
Positions in Å, forces in eV/Å.